P | Computed, not measured: a 11-piece molecular cluster, C75H165N7O11 overall, with ωB97M-V with the def2-TZVPD basis set.

The geometry in XYZ format:
```
258
C75H165N7O11 ωB97M-V with the def2-TZVPD basis set
C -0.7608 6.4004 0.3056
H 3.4286 2.7863 3.5544
H -0.7895 -7.9173 -1.3730
H 0.8429 2.8994 1.6153
H -1.9420 5.9585 2.0412
H 2.3296 0.8209 7.2999
H 6.5010 -1.1223 2.2361
H 3.3424 1.7229 -7.5986
C 0.7095 0.9646 0.6388
H 2.0864 2.2833 -9.4308
C 2.6241 -2.0317 -2.0377
C -1.4450 -0.9795 0.9465
H -3.9231 -3.9385 -5.0091
C 5.4427 -1.3676 2.2286
H -4.8006 0.9453 2.1079
H -1.6374 6.5411 -0.3427
H -6.4968 1.0285 2.5410
C 5.7659 -3.7033 2.8699
C -5.4355 2.8658 2.7699
H -5.7896 3.2076 1.7818
H 0.4149 -1.9337 -5.3738
H -4.1197 -5.0826 0.3114
O -3.3088 -7.4374 0.5990
C -1.1988 -8.6768 1.9548
C -5.5093 -0.3553 -4.2656
H 4.4953 -2.4951 -1.1648
H 0.3897 7.7186 1.5498
H -0.1606 0.4288 -4.7128
C -1.2249 -0.2232 -0.3965
H -2.9971 2.8880 -3.1801
C -0.7215 -4.8039 0.3669
H 1.6586 3.4142 4.7258
C -4.6753 -0.6836 3.9708
H -1.1735 0.2676 -6.1847
N 0.1951 0.2447 -0.5359
H 1.0416 5.7002 0.1501
H -3.1203 -6.3171 -1.6607
C 3.1459 -2.7401 5.4563
H -0.6931 -1.9955 -1.6385
O -1.0354 3.9246 -1.9830
C 5.6795 5.2647 6.0883
H -0.0242 8.4874 0.0165
H -0.8499 -1.9026 0.9507
C 0.4588 -5.7158 0.1463
O -3.1844 1.0092 5.7393
H -3.4512 0.1812 -3.9245
O 3.2260 -3.0774 1.8130
H 0.8592 -3.0338 2.9046
O 0.2961 5.8133 -0.4482
C -4.3773 -3.0984 -4.4611
H -2.5101 -1.2493 1.0304
C 0.7177 -1.7257 -6.4098
H 4.8563 -0.8894 4.6264
H -1.8013 -9.1365 -0.6028
H 5.7174 4.0343 3.5830
H 4.8355 -0.4697 2.4499
H 5.5871 -4.5001 3.5892
H -2.4683 0.4120 5.4816
H -3.1093 -4.5929 1.6451
N -3.6312 1.4015 4.4331
H 2.5449 -1.9305 -8.5557
H 1.0778 -0.7300 1.8793
H 1.7287 -1.3499 -10.0354
H -1.5752 2.8323 5.2899
C -6.0606 0.5402 -3.1312
C -1.0395 -0.1397 2.1307
C 4.6558 4.0240 0.1947
H 0.5123 2.9644 -0.0996
H -3.3302 -1.6847 -5.6842
C -0.1943 0.5713 -5.8003
H 4.1266 -0.7774 -1.1984
H -6.4769 1.9283 5.4825
H 0.3009 -6.6046 2.1084
C -6.6040 -3.9847 -4.5130
H -6.1782 -4.9349 -4.8164
H 4.3696 0.2596 -5.8705
H -4.4186 -3.3928 -3.4019
C 3.1149 2.5388 6.1760
H 2.0919 -5.2065 4.6695
H -0.1088 -2.0966 -7.0331
H -5.4173 -0.2846 -6.4357
C 3.3696 4.7338 -0.2564
H -5.1469 3.9608 5.5059
O -7.5504 -1.4650 -4.4184
H 1.4131 -3.5252 -3.0711
H 1.1809 3.5457 6.3803
H 6.8402 -3.5442 2.8300
H 4.3906 0.5417 -8.3871
C 2.5155 -1.1354 -9.2991
N -6.2011 -1.6394 -4.1217
H -6.5496 0.8180 -5.6871
H 1.4232 -1.2408 -0.7414
H -6.1069 3.3025 3.5149
C -2.2542 -5.6935 -1.4498
C 2.3023 0.2633 -8.6634
O 1.9169 -2.0629 -0.8287
H -1.4087 -6.1213 -1.9760
N 4.0812 3.6349 6.5678
H -5.9501 0.1100 -2.1429
H -1.3854 -0.6517 -2.5251
C 2.7813 -4.7770 3.9413
H -6.9184 0.2689 5.0576
H 3.4610 -1.1292 -9.8475
H -7.6033 -3.9098 -4.8953
H -3.3524 2.8593 2.1808
C -1.4497 4.3466 -3.2598
N -2.1137 -6.7202 0.9074
H -2.5000 -2.0908 -4.2000
H -3.1667 -3.6218 0.1435
H 3.1036 1.2376 -10.3889
H 2.8282 -2.4048 1.2387
H 6.3765 -1.7878 4.7902
H 2.1560 -1.2210 -2.6202
H -3.7088 3.4234 6.4225
H -6.7695 -2.3561 -6.9155
H -4.3772 -1.1264 4.9303
C -5.0199 0.7773 4.2358
H 2.3458 2.3011 8.2570
O 2.7019 5.3079 0.8578
H -2.9417 0.6812 -1.4493
H -1.2342 -0.7151 3.0468
H 4.3806 3.2516 0.9184
C -2.2814 0.8678 -0.6014
C 4.3274 2.3813 4.0493
C 2.7492 -3.2227 4.0800
H 2.8456 -4.1982 -2.2571
C -2.0700 -5.4928 0.0207
H 5.4251 4.6386 0.6703
H 2.2218 1.2843 -5.6579
H 4.3203 6.5946 -1.0969
H 2.9979 5.8831 5.4388
H 0.6283 -5.9900 -0.9000
H -0.0851 1.6361 -6.0275
H 0.5011 3.9085 -4.1363
H -3.9253 4.4167 2.7555
C -5.7645 -2.8222 -4.9427
C 3.4741 0.6531 -7.7965
O -0.0363 0.0489 -8.5842
C -5.5016 1.3457 2.8666
H 1.3794 -5.2358 0.4866
C 3.5389 -0.1131 -6.4885
H 5.4390 -4.1299 1.9199
H 2.4996 1.4431 -0.4910
O 0.3956 0.9610 -1.7440
C 2.8800 1.7560 7.4820
C 4.6047 4.4584 5.4101
H 0.5840 -3.2810 4.6155
H -0.0593 -9.1959 -0.3936
H 2.9405 4.9384 3.9534
C 2.2228 0.9668 0.4647
H -2.8780 0.9986 0.3009
C 4.9567 -2.4236 3.2115
H -1.5055 2.2770 -3.9213
H -0.2052 1.7252 -1.6535
H 1.1375 -1.7336 4.0327
H 1.6055 -2.3028 -6.6250
H -1.5311 4.5537 1.0332
H 2.6838 3.9986 -0.6795
C -0.9141 -8.5165 -0.4743
H 2.6881 -0.0268 0.4576
C -3.4994 2.9280 4.2807
H 3.8609 1.4490 7.8834
C -0.2188 4.7313 -4.1056
H -0.2755 5.3045 2.0434
H 3.8286 4.2353 8.2930
H 3.7219 -1.1750 -6.6689
C -0.9992 -7.6906 0.8109
H -3.5988 4.8109 5.3845
H 5.0501 -3.7769 5.5656
C -6.0704 0.9264 5.3197
H 0.8085 0.7394 2.8243
H -1.7329 4.1969 4.1454
C -5.8227 -2.6978 -6.4928
C 2.4581 -3.3469 -2.8228
H -1.6335 0.7774 2.2158
H -0.7289 -4.4921 1.4231
H -2.5959 3.3625 -4.8083
C -4.1015 -0.7112 -3.7844
H 4.1627 6.2138 4.1553
H 1.3508 1.0772 -10.4987
C 0.2956 -6.9397 1.0617
H 4.6677 -1.6053 -2.7039
H -1.2688 8.2297 1.2851
H -2.3922 -1.6951 -1.5791
H 5.3087 6.0317 6.7669
H -0.4650 4.5967 -1.5883
H 4.1133 5.2732 -2.2512
C 4.0735 -1.6996 -1.7813
H 1.0617 2.0075 5.5315
H -4.1092 -0.9390 -2.7144
C 0.2855 2.4061 0.8189
C 2.2301 0.1913 -5.7664
H -5.4983 -1.2919 3.5998
H 5.1233 3.4732 -0.6270
H -1.5418 2.5657 3.5497
H 2.2621 -0.2173 -4.7543
H 2.7054 6.1748 -1.7225
C -2.0149 3.1584 4.3391
H -5.5147 1.4931 -3.1943
H 0.2917 5.6075 -3.6744
H 2.6482 -3.3452 6.2232
C -4.0050 3.3410 2.9216
H 4.7886 1.7130 3.3208
C 1.7066 2.8869 5.6726
H 6.1289 3.0977 5.0426
C -1.1692 5.4938 1.4347
C 0.9295 -0.1732 -6.4940
H 2.5759 -5.1114 2.9334
H -7.1109 0.7873 -3.2918
H -3.8157 -7.4242 1.4128
H 3.7879 -5.1261 4.1968
H -7.5666 -1.2324 -5.3529
C -4.0568 3.8258 5.4568
O 3.3971 4.4968 7.4618
H -5.6546 -3.6965 -6.9064
H -1.3678 -8.0850 2.8674
C 5.3069 3.5001 4.4514
H 0.0991 -0.9085 -8.6416
H 4.8647 -2.4041 6.6655
H -2.0678 -9.3094 1.8303
C -2.1615 3.1430 -3.8275
C 0.4635 0.1745 1.9444
C 3.6132 5.4120 4.6700
C -3.1580 -4.6314 0.5595
H -5.6827 0.5602 6.2807
H -3.8324 -0.8068 3.2916
H -0.5549 -3.9094 -0.2469
H 4.7018 1.2777 5.8258
H 5.1385 -1.6767 1.2217
H -0.7789 2.5487 1.0356
H 6.2810 4.5770 6.6908
C 2.1716 1.2597 -9.8119
H -4.8112 1.1644 -5.5717
C -3.4881 -1.8578 -4.6125
C 3.6658 5.7552 -1.3807
H -0.4802 5.0142 -5.1310
H 1.1510 -7.5966 0.9155
H -0.3244 -9.3219 2.1361
H 2.7112 1.5289 1.2620
H -2.1471 5.2048 -3.2244
H -2.4798 -4.7185 -1.9213
H 3.0373 -3.2813 -3.7491
N 3.5040 -2.4659 3.0586
C -1.4205 -1.1906 -1.5761
H 2.7812 -1.7207 5.6069
N 1.0716 0.4515 -7.8088
H -6.6618 -3.9562 -3.4232
C 3.8501 1.6276 5.2166
C -0.3917 7.8067 0.7920
H 3.2489 0.7672 4.8918
C 5.3000 -1.9019 4.5993
C 1.2597 -2.8174 3.8848
H -5.0330 -2.0720 -6.9059
C 4.6374 -2.7588 5.6467
H 3.2947 6.0111 1.1643
H 6.3647 5.7377 5.3706
C -5.5579 0.3738 -5.5810
H -1.8306 1.8412 -0.7584
```

Output
Molecular weight in g mol⁻¹: 1341.18
Structure (SMILES): CC1(C)CCCC(C)(C)N1O.CC1(C)CCCC(C)(C)N1O.CC1(C)CCCC(C)(C)N1O.CC1(C)CCCC(C)(C)N1O.CC1(C)CCCC(C)(C)N1O.CC1(C)CCCC(C)(C)N1O.CC1(C)CCCC(C)(C)N1O.CC(C)O.CC(C)O.CC(C)O.CC(C)O
Frontier orbital gap in eV: 9.06
HOMO level in eV: -8.65

***

Q | Computed, not measured: a 11-piece molecular cluster, C75H165N7O11 overall, with ωB97M-V with the def2-TZVPD basis set.

The geometry in XYZ format:
```
258
C75H165N7O11 ωB97M-V with the def2-TZVPD basis set
H -25.1452 7.7464 -13.6992
H -29.4723 4.4000 -19.8849
H -30.8511 11.3668 -16.2968
H -30.8941 8.9044 -10.4111
H -29.0976 3.3718 -11.8498
C -28.4729 12.4582 -9.3746
H -28.7132 5.7038 -7.7111
H -24.1459 3.8665 -14.8491
C -23.7823 1.7107 -14.9146
C -32.7590 13.0393 -14.5925
C -32.0310 5.2600 -13.4967
H -25.2428 12.4796 -16.5799
C -21.2853 8.1038 -16.7717
H -27.0632 13.2635 -8.0232
H -30.0197 5.1334 -9.5447
H -33.9474 4.9305 -11.9668
O -30.9183 7.8406 -12.6610
H -30.4688 1.1754 -18.2608
H -29.3616 14.3012 -8.6274
H -30.8948 3.6758 -19.0800
H -34.3896 9.4434 -11.8760
H -31.1344 5.6609 -13.9735
H -26.2636 12.4406 -19.3871
H -30.6167 10.3806 -14.7197
H -30.1702 6.6478 -15.4700
C -33.3517 7.2684 -14.3278
H -31.4746 1.4080 -19.5532
C -27.0119 6.6999 -21.0490
C -27.3010 10.7935 -12.7182
H -23.2510 3.4149 -16.2537
H -20.7890 10.9827 -15.5156
C -21.1421 6.8676 -15.8892
H -24.8088 -0.0415 -13.2005
C -34.3023 9.1472 -19.8112
H -27.5327 -0.3556 -14.4487
N -28.4810 11.7735 -10.6451
C -24.0585 3.0778 -15.6007
H -27.8998 2.1899 -7.6464
H -25.5521 2.4244 -10.1671
C -26.2114 11.4756 -18.8805
O -24.7411 -0.3296 -14.1164
H -34.9555 5.6683 -13.1366
C -36.0015 8.0346 -18.5092
H -25.3181 2.9708 -11.7254
C -34.8351 6.7529 -11.3318
C -33.1252 6.3142 -20.3097
H -23.2057 6.3161 -16.3536
H -34.6204 8.5878 -20.6899
H -23.1085 8.3760 -12.7561
C -29.4536 2.1369 -19.9651
H -26.8072 12.5030 -15.5377
H -20.3340 9.4997 -14.7440
H -25.8348 11.3330 -8.5660
C -27.0856 13.0755 -9.1007
H -30.2162 -1.2887 -21.5938
H -34.0243 8.0832 -14.0608
H -25.3876 -0.5881 -16.7444
H -30.2793 7.9057 -11.9442
O -27.6827 8.3416 -19.3598
H -24.8544 6.6600 -18.9499
H -20.6257 6.0568 -16.4038
H -29.9169 11.8077 -11.8266
H -21.7228 10.2394 -14.1634
C -31.2040 11.0863 -15.3055
H -29.8924 4.4649 -7.2887
H -31.3700 7.5828 -9.4442
O -32.4164 7.8864 -17.6497
C -27.2961 10.9751 -11.1632
H -24.5724 6.0198 -13.9406
H -26.8236 2.2186 -11.2486
C -28.8346 8.2715 -15.6381
C -33.3189 9.4305 -11.6768
C -22.4456 7.6818 -13.2790
H -21.5102 10.4037 -17.9521
C -34.2030 5.9081 -12.3837
C -28.4191 3.8228 -8.8073
H -35.5181 10.3504 -17.5153
H -27.2084 2.6049 -19.6479
C -25.9719 11.6809 -10.7968
H -24.6135 5.3267 -10.0144
H -26.9480 9.5278 -9.4964
H -32.6615 5.3768 -20.6225
C -28.8404 4.6390 -7.5283
H -22.5588 1.3019 -13.1512
C -29.7124 0.7407 -22.1139
H -32.5220 4.6464 -14.2520
C -27.1540 9.5371 -10.5672
H -33.8500 6.5057 -14.9278
H -28.1096 0.0279 -23.4971
H -36.6807 8.8131 -18.8601
H -26.4232 10.2674 -13.0916
C -30.4996 -0.2888 -21.2550
C -25.8999 12.1312 -9.3032
O -29.0106 3.1192 -22.0244
H -27.4703 1.2202 -13.5939
H -35.4430 7.4822 -11.8788
H -25.2750 7.0315 -15.2397
H -25.7362 6.4437 -10.3288
H -31.0365 -0.9411 -19.2881
C -26.3295 12.5591 -16.5135
H -25.4929 4.1866 -16.8483
H -26.8294 9.4771 -17.2803
C -25.2549 3.1861 -16.4853
H -22.3436 6.8207 -12.6173
H -28.4993 11.7806 -7.2569
H -24.9817 5.3424 -11.5757
H -35.1451 5.1174 -19.8667
H -27.3919 11.7929 -13.1434
C -29.1673 6.8201 -15.8640
H -27.8822 6.0095 -11.5521
H -32.8663 9.5775 -12.6612
H -26.4973 13.5671 -16.8974
H -27.1218 -0.4169 -16.8216
H -26.4927 6.1592 -18.3483
H -33.7801 6.6283 -21.1209
H -28.1490 10.1369 -12.9211
H -33.3140 5.0149 -17.1686
C -22.9337 2.1578 -13.7205
N -33.6996 7.4919 -18.0632
H -28.7319 8.5485 -14.5873
H -29.3111 14.1651 -10.3570
H -31.6456 4.7479 -12.6173
H -22.0465 1.3669 -16.3616
N -32.0998 7.2649 -12.1223
C -33.8950 7.3576 -10.3962
C -28.4051 2.3131 -8.6089
C -30.4212 1.0262 -23.4455
C -25.8671 6.9828 -18.6998
H -27.7050 5.9371 -20.6887
H -33.0665 13.6550 -13.7486
H -23.1960 9.6357 -17.9135
H -35.6366 6.1969 -10.8389
H -31.8365 5.5313 -17.9379
H -29.6612 8.8949 -15.9820
C -35.0994 5.7165 -18.9548
C -28.8671 11.4595 -8.2326
C -31.7823 8.4502 -9.9608
H -26.6892 10.7762 -19.5674
N -24.9866 0.9413 -14.6660
H -32.6017 8.0843 -16.7261
C -32.7816 8.1095 -11.1124
H -25.1773 11.1469 -18.7699
H -29.7747 6.1652 -17.6359
C -34.5596 8.5931 -18.4210
H -31.5794 -0.2173 -21.3904
H -26.0494 8.5190 -20.3071
H -27.2568 2.5941 -16.5869
H -26.7374 3.0370 -14.9542
N -29.6523 2.0275 -21.4001
H -27.6752 0.9156 -19.7408
C -29.8370 3.5490 -19.3128
H -20.2819 8.3482 -17.1277
C -22.0470 9.2765 -16.1699
H -29.4722 3.5842 -18.2841
C -26.2312 0.9879 -15.4694
H -27.8900 8.6054 -16.0633
H -28.4155 0.9357 -15.0741
C -24.6445 7.0274 -14.3496
H -20.5529 7.1644 -15.0210
H -33.5716 6.5934 -9.6835
H -30.2487 3.5239 -9.9003
H -29.3613 -0.8027 -19.3945
C -32.9137 6.4664 -13.0783
H -33.7906 10.2698 -17.1815
C -29.4422 4.2620 -9.8568
O -26.3902 10.2399 -16.8921
H -26.1436 0.6360 -17.7215
H -32.1245 9.2227 -9.2737
H -30.5026 0.1159 -24.0408
C -26.8207 11.4445 -17.4445
H -25.1823 10.9316 -10.8833
H -34.3760 8.0317 -9.6832
C -28.3159 0.1982 -22.4392
H -36.4046 7.7495 -17.5312
H -27.9103 11.3543 -17.4756
C -26.0868 2.9669 -10.9511
N -23.2909 8.7273 -15.4975
O -29.6604 11.2455 -11.0815
H -34.6273 10.1609 -20.0560
H -24.8633 9.7588 -15.5564
N -27.0822 4.3732 -9.1189
H -28.7304 4.9270 -15.0014
C -29.5167 13.5963 -9.4489
C -30.4327 1.1477 -19.3546
H -35.3640 5.0431 -18.1378
H -32.9142 10.2624 -11.1008
C -31.4647 12.3382 -14.4480
H -29.2971 1.7245 -8.3918
C -34.6877 9.6690 -17.3360
C -32.8545 5.1986 -18.1417
H -27.4897 7.1795 -21.9033
O -24.1464 9.6803 -14.9188
C -29.0466 4.3289 -11.3262
H -25.7099 12.5216 -11.4396
C -25.5195 5.4183 -10.6274
C -23.1942 7.5111 -14.5998
H -31.5529 11.0368 -12.9333
H -28.3464 4.2500 -6.6359
H -34.9298 9.1161 -16.4258
H -21.4413 8.0767 -13.4134
H -32.2312 6.9445 -20.3275
C -36.1903 6.7472 -19.2547
H -27.3072 5.7614 -15.5325
H -25.6987 7.5641 -17.7908
C -27.6477 4.9468 -11.4438
H -32.5188 7.6923 -14.8904
H -33.5699 12.3408 -14.8136
H -26.1485 6.1977 -21.4901
H -25.0222 12.7734 -9.2139
H -28.1322 6.2096 -13.9831
C -28.2600 5.9135 -15.0233
H -26.1618 4.6912 -7.5631
C -22.5579 6.4243 -15.4811
C -30.2712 -0.3267 -19.7654
C -27.4720 0.7301 -14.5655
H -28.4276 10.4751 -8.3910
C -22.3982 10.1514 -17.3773
C -26.5817 7.6550 -19.9000
H -27.3960 4.8715 -12.5067
H -32.8088 4.2529 -18.6783
H -22.2945 0.0974 -15.5030
H -28.1160 1.8915 -18.3533
C -26.4468 2.5024 -15.8617
H -29.7611 4.9713 -11.8413
O -28.9483 6.4023 -17.2045
H -21.7993 7.8645 -17.7061
H -22.6339 5.4785 -14.9413
H -25.0467 2.6153 -17.3974
H -30.5843 13.3948 -9.3652
H -22.8933 11.0432 -16.9855
H -23.6122 0.6122 -16.7736
H -30.6894 13.0961 -14.5820
H -36.0253 6.8838 -20.3294
C -21.2007 10.0611 -15.1028
C -26.5899 4.3330 -10.5176
O -26.0312 3.9725 -8.1897
H -28.0738 8.9541 -10.6683
H -26.9486 14.0728 -9.5195
H -30.0388 1.8848 -23.9989
H -27.4661 0.7906 -22.0977
H -26.3989 8.9321 -11.0706
C -33.6839 6.2728 -18.8811
O -31.3071 11.9538 -13.0808
H -33.2166 9.2266 -19.9238
C -28.0205 1.9069 -19.4388
H -28.0462 7.6251 -18.8207
H -28.0978 3.1253 -21.7053
C -22.9308 0.8560 -15.9643
H -27.8092 1.8521 -9.3931
H -37.1907 6.3147 -19.2677
C -26.1898 0.1498 -16.7465
H -23.4516 2.7658 -12.9810
H -31.4527 1.3902 -23.4088
H -28.1624 -0.7953 -22.0119
H -22.0427 2.6028 -14.1622
H -32.1291 10.5208 -15.4536
H -32.7291 13.7236 -15.4441
H -29.9528 11.3678 -8.2209
```

Output
Molecular weight in g mol⁻¹: 1341.18
Structure (SMILES): CC1(C)CCCC(C)(C)N1O.CC1(C)CCCC(C)(C)N1O.CC1(C)CCCC(C)(C)N1O.CC1(C)CCCC(C)(C)N1O.CC1(C)CCCC(C)(C)N1O.CC1(C)CCCC(C)(C)N1O.CC1(C)CCCC(C)(C)N1O.CC(C)O.CC(C)O.CC(C)O.CC(C)O
Frontier orbital gap in eV: 8.07
HOMO level in eV: -7.62

***

Consider the structures shown above. The most stable of them is P.